A single C2H6N2OS molecule, computed with ωB97M-V/def2-TZVPD.

Values from the calculation:
Electronic energy = -18032.940 eV
Maximum force = 2.10 eV/A
E_LUMO = 0.64 eV
SMILES = [H]/N=C(\NS)OC
ΔE to the lowest compared entry with this formula, charge and spin = 43.0 kcal/mol
HOMO-LUMO gap = 0.3416 Eh

The geometry in ORCA input format:
```
! wB97M-V def2-TZVPD RIJCOSX def2/J DEFGRID3
* xyz 0 1
C 1.399 -1.099 0.017
C -0.100 0.683 -0.083
H 1.713 -1.040 1.036
H 1.470 -2.167 -0.249
H 2.117 -0.538 -0.646
H 0.637 2.434 -0.039
H -1.816 1.710 0.496
H -2.109 -1.437 -0.168
N 0.896 1.457 -0.065
N -1.496 0.970 -0.119
O 0.061 -0.670 -0.144
S -2.772 -0.302 -0.036
*
```

=====

A single C2H6N2S molecule, computed with ωB97M-V/def2-TZVPD.

Values from the calculation:
Electronic energy = -15982.998 eV
Maximum force = 12.25 eV/A
E_LUMO = 0.74 eV
SMILES = [H]/N=C\N(C)S
ΔE to the lowest compared entry with this formula, charge and spin = 87.6 kcal/mol
HOMO-LUMO gap = 0.3623 Eh

The geometry in ORCA input format:
```
! wB97M-V def2-TZVPD RIJCOSX def2/J DEFGRID3
* xyz 0 1
C -1.053 1.053 -0.008
C 1.198 -0.126 -0.028
H -0.866 1.167 1.080
H -2.079 0.978 -0.406
H -0.352 1.922 -0.397
H -1.049 -1.610 1.156
H 1.285 0.965 -0.076
H 2.157 -1.930 -0.425
N -0.184 -0.071 -0.687
N 2.086 -0.855 -0.050
S -1.145 -1.493 -0.159
*
```

=====

A single C2H6N2S molecule, computed with ωB97M-V/def2-TZVPD.

Values from the calculation:
Electronic energy = -15985.227 eV
Maximum force = 9.24 eV/A
E_LUMO = 0.71 eV
SMILES = [H]/N=C(/N)SC
ΔE to the lowest compared entry with this formula, charge and spin = 36.2 kcal/mol
HOMO-LUMO gap = 0.3447 Eh

The geometry in ORCA input format:
```
! wB97M-V def2-TZVPD RIJCOSX def2/J DEFGRID3
* xyz 0 1
C 0.724 -0.393 -1.594
C -0.565 0.156 0.798
H 0.035 -1.083 -2.189
H 1.459 -0.846 -0.881
H 1.557 0.257 -2.102
H -0.855 0.643 2.783
H -0.553 1.929 1.621
H -0.246 -1.496 -0.225
N -0.831 0.912 1.757
N -0.666 -1.109 0.679
S -0.060 1.029 -0.648
*
```

=====

A single C2H6N2S2 molecule, computed with ωB97M-V/def2-TZVPD.

Values from the calculation:
Electronic energy = -26819.502 eV
Maximum force = 2.25 eV/A
E_LUMO = 0.24 eV
ΔE to the lowest compared entry with this formula, charge and spin = 53.3 kcal/mol
HOMO-LUMO gap = 0.3220 Eh

The geometry in ORCA input format:
```
! wB97M-V def2-TZVPD RIJCOSX def2/J DEFGRID3
* xyz 0 1
C -1.617 -0.938 -0.374
C -0.230 -0.412 -0.371
N 1.316 1.150 0.192
N 0.106 0.627 0.257
S 2.728 0.374 -0.695
S 3.779 -0.971 0.230
H -2.287 -0.268 0.157
H -1.633 -1.921 0.097
H -1.960 -1.061 -1.401
H 0.512 -0.994 -0.929
H 1.560 1.655 1.037
H 3.392 1.558 -0.419
*
```

=====

A single C2H6N2S3 molecule, computed with ωB97M-V/def2-TZVPD.

Values from the calculation:
Electronic energy = -37651.280 eV
Maximum force = 5.35 eV/A
⟨S²⟩ = 2.013
E_LUMO (alpha / beta) = 0.32 / -1.89 eV
ΔE to the lowest compared entry with this formula, charge and spin = 70.0 kcal/mol
HOMO-LUMO gap (alpha / beta) = 0.2255 / 0.2624 Eh

The geometry in ORCA input format:
```
! wB97M-V def2-TZVPD RIJCOSX def2/J DEFGRID3
* xyz 0 3
C -0.802 0.504 0.139
C 0.735 0.697 -0.145
N 0.029 -1.379 1.271
N -1.097 -0.814 0.697
S -2.132 -1.872 -0.320
S 2.880 -1.082 -0.633
S 1.432 -0.675 1.009
H -1.243 1.266 0.779
H -1.339 0.649 -0.724
H 0.943 0.351 -1.110
H 1.099 1.704 -0.084
H -3.128 -1.182 0.368
H 3.344 -2.112 0.018
*
```

=====

A 2-piece molecular cluster, C2H6N3 overall, computed with ωB97M-V/def2-TZVPD.

Values from the calculation:
Electronic energy = -6632.526 eV
Maximum force = 6.01 eV/A
E_LUMO = -4.11 eV
ΔE to the lowest compared entry with this formula, charge and spin = 59.1 kcal/mol
HOMO-LUMO gap = 0.3758 Eh

The geometry in ORCA input format:
```
! wB97M-V def2-TZVPD RIJCOSX def2/J DEFGRID3
* xyz 1 1
C 0.297 0.300 -0.326
C -0.362 -1.075 1.159
N -0.409 0.211 -1.385
N 1.222 1.100 0.100
N -1.473 -1.510 0.991
H 0.623 -1.258 1.486
H -0.320 0.910 -2.092
H 1.465 1.169 1.108
H 1.650 1.848 -0.463
H -1.774 -2.420 1.409
H -1.348 -0.187 -1.328
*
```

=====

An isolated ion of composition C2H6N3O and charge +1, computed with ωB97M-V/def2-TZVPD.

Values from the calculation:
Electronic energy = -8677.590 eV
Maximum force = 3.46 eV/A
E_LUMO = -4.62 eV
SMILES = [NH3+]N1C=NOC1
ΔE to the lowest compared entry with this formula, charge and spin = 129.8 kcal/mol
HOMO-LUMO gap = 0.3478 Eh

The geometry in ORCA input format:
```
! wB97M-V def2-TZVPD RIJCOSX def2/J DEFGRID3
* xyz 1 1
C -0.577 0.907 -0.953
C 1.213 -0.501 -0.436
N 0.488 1.508 -1.336
N -0.256 -0.353 -0.271
N -0.816 -0.420 1.071
O 1.570 0.733 -1.120
H -1.492 1.478 -0.861
H 1.778 -0.534 0.485
H 1.214 -1.413 -1.116
H -1.529 -1.131 1.117
H -1.300 0.436 1.417
H -0.294 -0.710 2.003
*
```

=====

An isolated ion of composition C2H6N3O and charge +1, computed with ωB97M-V/def2-TZVPD.

Values from the calculation:
Electronic energy = -8679.613 eV
Maximum force = 3.39 eV/A
E_LUMO = -4.13 eV
SMILES = [NH3+]N1CNC1=O
ΔE to the lowest compared entry with this formula, charge and spin = 83.1 kcal/mol
HOMO-LUMO gap = 0.3971 Eh

The geometry in ORCA input format:
```
! wB97M-V def2-TZVPD RIJCOSX def2/J DEFGRID3
* xyz 1 1
C -1.894 -0.106 -0.094
C -0.154 1.024 -0.248
N -1.655 1.203 0.020
N -0.398 -0.346 -0.624
N 0.425 -1.378 -0.016
O -2.687 -0.933 0.087
H 0.179 1.767 -1.111
H 0.600 1.103 0.605
H -2.150 2.054 -0.208
H 0.023 -1.584 0.866
H 1.355 -0.860 0.247
H 0.636 -2.237 -0.610
*
```

=====

> Which of these has the lowest maximum force?

C2H6N2OS